No. 1
Here is the molecule C6H8 from the OMol25 dataset. Energies are from ωB97M-V/def2-TZVPD.

The SMILES is C#CCC1CC1. The value obtained for the HOMO energy is -9.828 eV. As for the energy above the lowest of the compared OMol25 structures with the same formula, charge and spin: 1.8082 eV. The calculation puts the frontier orbital gap at 0.404 Eh. As for the largest force on an atom: 0.0188 hartree/bohr.

Structure (XYZ):
```
14
Properties=species:S:1:pos:R:3:forces:R:3
C -2.526 -0.710 -0.012 0.76 0.57 0.06
C -1.667 0.140 -0.003 -0.76 -0.59 0.04
C -0.632 1.177 -0.014 0.36 -0.32 0.02
C 0.789 0.620 -0.076 0.04 -0.10 0.56
C 1.163 -0.658 -0.743 -0.38 -0.35 -0.28
C 1.165 -0.583 0.763 0.45 0.39 0.20
H -3.260 -1.485 0.003 0.08 0.16 -0.03
H -0.699 1.796 0.880 -0.19 -0.03 0.14
H -0.821 1.841 -0.850 0.00 0.14 -0.32
H 1.561 1.374 -0.101 -0.08 0.25 -0.07
H 0.341 -1.235 -1.174 0.39 0.16 0.01
H 2.106 -0.667 -1.294 -0.32 -0.17 0.25
H 0.362 -1.061 1.316 0.07 -0.08 -0.25
H 2.118 -0.548 1.305 -0.41 -0.03 -0.34
```
Positions in Å, forces in eV/Å.


No. 2
Here is the molecule C6H8 at a distorted geometry from the OMol25 dataset. Energies are from ωB97M-V/def2-TZVPD.

The value obtained for the HOMO energy is -7.796 eV. As for the energy above the lowest of the compared OMol25 structures with the same formula, charge and spin: 3.3279 eV. The calculation puts the frontier orbital gap at 0.323 Eh. As for the largest force on an atom: 0.0834 hartree/bohr.

Structure (XYZ):
```
14
Properties=species:S:1:pos:R:3:forces:R:3
C -0.508 -0.891 -1.867 0.14 -0.15 0.38
C -0.390 -0.008 -0.653 -2.86 -1.60 0.06
C -0.097 1.273 -0.419 1.99 -2.34 2.39
H -0.769 -0.318 -2.759 -0.01 0.01 0.08
H -1.235 -1.687 -1.687 -0.06 0.19 -0.15
H 0.445 -1.397 -2.060 -0.02 0.14 0.04
H 0.323 2.038 -1.068 -0.04 -0.16 0.14
C -0.734 -0.481 0.936 0.70 -0.30 -3.05
C 1.371 0.760 1.799 0.04 0.17 0.00
C 0.371 0.480 0.969 -0.42 4.25 0.36
H 2.142 1.466 1.516 -0.15 0.08 0.10
H -0.516 -1.525 1.170 0.14 0.20 0.14
H -1.721 -0.173 1.283 0.21 0.15 -0.29
H 1.318 0.462 2.839 0.34 -0.65 -0.19
```
Positions in Å, forces in eV/Å.


No. 3
Here is the molecule C6H8 at a distorted geometry from the OMol25 dataset. Energies are from ωB97M-V/def2-TZVPD.

The SMILES is C1=C[C@H]2C[C@H]2C1. The value obtained for the HOMO energy is -8.845 eV. As for the energy above the lowest of the compared OMol25 structures with the same formula, charge and spin: 2.0383 eV. The calculation puts the frontier orbital gap at 0.369 Eh. As for the largest force on an atom: 0.0580 hartree/bohr.

Structure (XYZ):
```
14
Properties=species:S:1:pos:R:3:forces:R:3
C -1.285 0.080 -0.818 -0.17 -0.13 -0.19
C -1.293 -0.195 0.481 -0.28 -0.40 -0.67
C -0.024 0.242 1.100 -0.46 -0.01 -0.21
C 1.098 -0.793 0.964 -0.07 0.05 0.09
C 0.954 0.348 -0.028 -0.11 0.15 -0.12
C 0.135 0.299 -1.322 -0.05 0.09 -0.12
H -2.169 0.264 -1.410 -0.05 -0.62 -0.38
H -2.074 -0.501 1.170 -0.34 0.21 -0.52
H -0.609 1.082 1.553 2.50 -0.09 1.62
H 0.760 -1.788 0.657 -0.09 0.35 0.20
H 2.035 -0.836 1.524 -0.41 0.33 0.08
H 1.796 1.042 0.011 -0.40 0.00 0.07
H 0.429 -0.493 -2.027 -0.03 0.13 0.15
H 0.247 1.249 -1.854 -0.05 -0.06 0.00
```
Positions in Å, forces in eV/Å.


No. 4
Here is a structure of composition C6H8 at a distorted geometry from the OMol25 dataset. Energies are from ωB97M-V/def2-TZVPD.

The value obtained for the HOMO energy (alpha / beta) is -6.060 / -9.628 eV. As for the energy above the lowest of the compared OMol25 structures with the same formula, charge and spin: 5.1452 eV. The spin multiplicity is 3. The calculation puts the frontier orbital gap (alpha / beta) at 0.260 / 0.283 Eh. As for the largest force on an atom: 0.1772 hartree/bohr.

Structure (XYZ):
```
14
Properties=species:S:1:pos:R:3:forces:R:3
C -1.594 -0.647 0.471 -1.12 1.95 -2.83
C -2.007 0.423 -0.113 -0.43 1.18 0.31
C 2.597 -0.182 -0.442 -3.98 0.61 1.18
C -1.363 -1.825 0.797 4.25 -5.59 3.57
C 2.016 0.972 -0.596 7.20 -2.41 -0.61
C 0.856 1.611 -0.513 -7.21 4.92 2.63
H -1.821 1.247 0.544 -0.35 1.14 -0.22
H -2.560 0.553 -1.060 0.67 -0.36 0.64
H 1.954 -0.932 0.090 0.82 -0.31 -0.77
H 3.583 -0.216 -0.684 2.87 -0.93 -0.20
H -2.113 -2.320 1.477 1.05 0.10 -0.90
H 0.095 1.364 -1.201 -0.87 -0.52 -0.48
H 0.434 2.258 0.374 1.45 -1.20 -1.83
H -0.078 -2.307 0.855 -4.33 1.44 -0.50
```
Positions in Å, forces in eV/Å.


No. 5
Here is a structure of composition C6H8AlO6 at a distorted geometry from the OMol25 dataset. Energies are from ωB97M-V/def2-TZVPD.

The value obtained for the HOMO energy (alpha / beta) is -16.180 / -16.180 eV. As for the energy above the lowest of the compared OMol25 structures with the same formula, charge and spin: 3.4103 eV. The spin multiplicity is 2. The calculation puts the frontier orbital gap (alpha / beta) at 0.293 / 0.118 Eh. As for the largest force on an atom: 0.1405 hartree/bohr. The net charge is +2.

Structure (XYZ):
```
21
Properties=species:S:1:pos:R:3:forces:R:3
H 0.233 0.501 1.170 1.42 2.11 -3.74
O -2.651 0.238 0.846 2.97 -0.21 -0.30
C -1.417 0.322 1.111 -6.51 0.38 -1.13
C -0.389 0.684 0.094 1.96 -1.67 4.10
C 0.062 -0.420 -0.850 -0.47 -0.30 -0.44
C 1.556 -0.464 -1.113 -0.52 -1.58 0.77
O 1.964 0.745 -1.767 2.25 -0.02 -0.89
C 3.226 0.819 -2.148 -4.82 5.37 0.36
O 4.056 -0.050 -2.025 2.17 -2.42 0.10
O 3.475 2.059 -2.553 0.38 -2.19 0.23
H -1.137 0.296 2.187 -0.17 -0.41 -0.45
H -0.582 1.653 -0.378 0.45 0.00 0.65
H -0.477 -0.344 -1.805 0.11 -0.11 0.22
H -0.186 -1.403 -0.419 0.09 0.21 -0.22
H 1.802 -1.312 -1.765 -0.15 0.16 0.11
H 2.121 -0.565 -0.176 -0.11 0.15 -0.20
H 4.408 2.135 -2.793 0.65 0.57 -0.39
O -2.934 -0.384 3.184 -1.43 0.73 -0.49
C -3.894 -0.618 2.537 4.30 0.06 3.19
O -4.783 -1.419 2.627 -2.79 0.99 -3.67
Al -4.453 -2.473 4.036 0.21 -1.80 2.19
```
Positions in Å, forces in eV/Å.


No. 6
Here is a structure of composition C6H8BiLiO6 at a distorted geometry from the OMol25 dataset. Energies are from ωB97M-V/def2-TZVPD.

The value obtained for the HOMO energy (alpha / beta) is -9.826 / -13.783 eV. As for the energy above the lowest of the compared OMol25 structures with the same formula, charge and spin: 0.0000 eV. The spin multiplicity is 2. The calculation puts the frontier orbital gap (alpha / beta) at 0.241 / 0.380 Eh. As for the largest force on an atom: 0.1172 hartree/bohr. The net charge is +1.

Structure (XYZ):
```
22
Properties=species:S:1:pos:R:3:forces:R:3
Bi -0.308 1.014 1.164 -1.13 4.29 4.08
O -0.772 -0.996 1.572 1.16 -1.09 0.61
O 3.131 -1.402 -0.100 -0.19 -0.42 0.23
C 3.890 -0.161 -0.201 0.31 0.21 -0.08
C 2.819 0.899 -0.017 0.35 0.58 -0.26
O 1.635 0.083 0.251 1.86 -1.47 -0.93
C 1.890 -1.213 0.198 0.56 -0.33 -0.54
H 4.639 -0.172 0.596 -0.15 -0.02 -0.22
H 4.370 -0.145 -1.182 -0.11 -0.03 0.24
H 2.600 1.489 -0.911 0.11 -0.14 0.18
H 2.992 1.560 0.837 -0.13 -0.18 -0.15
Li 0.193 -2.502 0.494 -0.25 -0.17 -0.01
O -1.719 -2.269 0.030 0.61 0.87 0.71
O -2.826 -0.503 0.903 0.64 0.07 0.38
C -3.369 0.020 -0.319 -0.24 -0.23 -0.70
C -2.605 1.302 -0.653 -2.16 0.41 0.04
O -1.241 1.107 -0.550 0.15 -0.27 -2.30
C -1.746 -1.293 0.793 -2.51 -1.79 -1.63
H -3.251 -0.732 -1.110 -0.05 0.16 0.22
H -4.437 0.204 -0.146 0.36 -0.03 -0.03
H -2.972 2.102 0.027 0.33 -0.28 -0.22
H -2.912 1.608 -1.675 0.47 -0.14 0.39
```
Positions in Å, forces in eV/Å.


No. 7
Here is a cluster of 2 separate species, C6H8Cl2N2O2 in total at a distorted geometry from the OMol25 dataset. Energies are from ωB97M-V/def2-TZVPD.

The value obtained for the HOMO energy is -8.830 eV. As for the energy above the lowest of the compared OMol25 structures with the same formula, charge and spin: 3.9011 eV. The calculation puts the frontier orbital gap at 0.347 Eh. As for the largest force on an atom: 0.0592 hartree/bohr.

Structure (XYZ):
```
20
Properties=species:S:1:pos:R:3:forces:R:3
C 1.318 0.607 -2.556 -1.44 -1.78 1.29
C 0.052 0.008 -2.362 0.91 1.06 -0.60
C 0.404 1.214 1.324 1.21 -1.25 -0.67
C 2.105 -0.042 -1.560 -0.99 0.70 -1.88
C -0.747 -1.678 -0.670 -2.10 -0.16 -1.69
C -1.500 1.221 2.811 -0.30 -0.28 -0.91
N 1.419 -0.936 -0.918 1.01 0.04 1.48
N 0.187 -0.835 -1.352 -0.07 -1.26 1.29
O 0.540 0.045 2.004 0.59 -0.07 -0.32
O -0.701 1.789 1.621 -1.45 -0.36 2.66
Cl -1.476 0.123 -3.160 0.58 0.23 0.15
Cl 3.724 0.160 -1.206 1.28 0.29 0.11
H 1.565 1.249 -3.335 0.52 1.05 -0.84
H -0.366 -2.204 0.186 0.63 0.26 0.11
H -1.612 -1.061 -0.394 0.08 -0.37 0.07
H -1.051 -2.407 -1.440 -0.38 -0.07 0.63
H -1.621 1.881 3.648 0.62 1.04 -0.04
H -1.061 0.307 3.179 0.01 0.00 -0.16
H -2.508 1.028 2.472 -0.08 -0.08 -0.52
H 1.328 -0.469 1.711 -0.63 1.02 -0.15
```
Positions in Å, forces in eV/Å.


No. 8
Here is a cluster of 2 separate species, C6H8Cl2NO3 in total at a distorted geometry from the OMol25 dataset. Energies are from ωB97M-V/def2-TZVPD.

The value obtained for the HOMO energy (alpha / beta) is -9.089 / -10.376 eV. As for the energy above the lowest of the compared OMol25 structures with the same formula, charge and spin: 1.0947 eV. The spin multiplicity is 2. The calculation puts the frontier orbital gap (alpha / beta) at 0.314 / 0.297 Eh. As for the largest force on an atom: 0.0405 hartree/bohr.

Structure (XYZ):
```
20
Properties=species:S:1:pos:R:3:forces:R:3
C -0.216 -0.422 -0.428 0.95 -1.04 -0.10
C -0.602 0.692 0.368 0.09 0.64 -0.04
C -0.525 0.769 1.855 0.62 -0.69 0.50
O 0.430 0.276 2.431 -0.41 0.31 -0.54
C -0.823 -0.585 -1.801 0.51 0.12 -0.54
Cl -0.456 -1.960 0.480 0.45 0.42 -0.29
Cl -1.204 2.118 -0.402 0.17 -0.33 0.10
C -1.663 1.390 2.611 -0.28 0.31 0.00
H -0.297 -1.382 -2.342 -0.15 0.19 0.14
H -1.883 -0.862 -1.743 0.23 0.12 0.19
H -0.729 0.341 -2.378 0.00 -0.22 0.09
H -1.604 2.486 2.547 -0.05 -0.27 0.03
H -2.629 1.084 2.187 0.23 0.11 0.08
H -1.601 1.085 3.660 0.06 0.08 -0.29
C 1.909 -0.302 -0.751 -1.69 0.87 0.85
H 2.270 -0.356 0.275 -0.19 -0.06 -0.21
H 1.993 0.659 -1.264 -0.04 -0.40 0.11
N 2.423 -1.383 -1.553 -0.36 -0.81 -0.23
O 2.681 -2.439 -0.993 -0.04 0.39 0.08
O 2.525 -1.208 -2.759 -0.08 0.25 0.07
```
Positions in Å, forces in eV/Å.


No. 9
Here is the molecule C6H8Cl2S at a distorted geometry from the OMol25 dataset. Energies are from ωB97M-V/def2-TZVPD.

The SMILES is C=CC/S(#CCl)=C(/C)Cl. The value obtained for the HOMO energy (alpha / beta) is -7.975 / -7.652 eV. As for the energy above the lowest of the compared OMol25 structures with the same formula, charge and spin: 0.1569 eV. The calculation puts the frontier orbital gap (alpha / beta) at 0.256 / 0.228 Eh. As for the largest force on an atom: 0.0493 hartree/bohr.

Structure (XYZ):
```
17
Properties=species:S:1:pos:R:3:forces:R:3
C 1.118 2.559 -1.312 -1.87 0.11 -1.58
C 1.697 1.582 -0.655 -0.32 -0.54 -0.30
C 1.143 0.161 -0.579 -0.43 1.14 -0.34
S -0.287 0.051 0.682 0.79 0.10 -0.75
C -1.060 1.582 0.333 0.22 -0.63 -0.16
Cl -2.523 1.893 1.118 -0.17 -0.34 0.21
C -0.516 -1.860 0.254 -0.80 0.19 0.44
C -1.189 -2.656 1.382 -1.41 -0.82 -0.33
Cl -1.335 -1.910 -1.330 -0.09 -0.46 0.57
H 1.504 3.547 -1.374 0.59 0.62 0.22
H 0.167 2.466 -1.890 0.86 -0.28 0.61
H 2.602 1.904 -0.165 0.28 -0.74 0.48
H 1.890 -0.447 -0.087 -0.08 -0.56 -0.32
H 0.766 -0.248 -1.598 0.64 0.64 2.00
H -2.348 -2.476 1.584 2.23 -0.77 -0.93
H -0.876 -3.777 1.321 -1.01 1.84 -0.39
H -0.751 -2.370 2.316 0.57 0.52 0.58
```
Positions in Å, forces in eV/Å.


No. 10
Here is the molecule C6H8ClFOS3 at a distorted geometry from the OMol25 dataset. Energies are from ωB97M-V/def2-TZVPD.

The value obtained for the HOMO energy is -5.933 eV. The calculation puts the frontier orbital gap at 0.174 Eh. As for the largest force on an atom: 0.2775 hartree/bohr.

Structure (XYZ):
```
20
Properties=species:S:1:pos:R:3:forces:R:3
C 0.961 1.385 0.663 4.85 1.06 5.88
C 1.708 0.123 0.195 3.88 0.50 0.33
C 2.679 -0.432 0.986 -1.45 1.66 0.72
C 1.435 -0.553 -1.104 6.33 4.93 -2.73
C -1.775 -0.737 0.007 -5.19 2.33 -0.86
C -2.863 0.183 -0.588 1.64 0.16 0.96
H -0.033 1.222 1.252 1.64 0.62 -0.54
H 0.913 2.130 -0.007 -0.59 2.66 -2.64
H 1.695 1.874 1.454 -1.38 -0.88 -1.22
H 2.874 0.118 1.890 0.10 -0.33 0.42
H 3.158 -1.343 0.812 0.56 -1.12 -0.37
H 1.100 0.206 -1.913 1.56 -0.95 0.69
H -0.591 1.144 -0.675 -0.62 -1.29 -1.06
H -4.302 -1.203 0.515 0.38 -0.65 0.47
O -2.518 1.174 -1.227 -0.36 -0.12 -0.02
F 2.438 -1.361 -1.436 0.90 -0.88 -1.07
S -0.187 -0.098 -0.145 -10.24 5.44 7.81
S -2.095 -2.093 0.813 -0.92 -2.22 2.28
S -4.523 -0.256 -0.374 -0.79 0.76 -0.82
Cl -0.074 -1.482 -1.120 -0.31 -11.67 -8.21
```
Positions in Å, forces in eV/Å.